# C30H75N5O10

A 5-piece molecular cluster, C30H75N5O10 overall (ωB97M-V/def2-TZVPD, OMol25).

- frontier orbital gap (alpha / beta) (hartree) = 0.2539 / 0.0673
- <S²> = 0.754
- E_HOMO (alpha / beta) (Ha) = -0.353 / -0.353
- energy above the lowest of the compared OMol25 structures with the same formula, charge and spin (kcal per mole) = 46.5
- charge = +1
- multiplicity = 2

Each line ends with the Mulliken charge.
Element x y z (Å)
C (27.9083, -23.3417, -13.1158)  -0.445
O (28.3067, -22.0110, -13.6222)  -0.470
C (27.7016, -20.8100, -13.0481)  -0.708
C (28.0861, -20.7269, -11.5739)  -0.462
N (27.0393, -21.4134, -10.8351)  -0.061
C (26.8677, -20.9845, -9.4090)  -0.586
C (26.7635, -19.4501, -9.2676)  -0.534
O (25.5723, -18.9595, -10.0303)  -0.292
C (25.3678, -17.5665, -9.8160)  -0.864
H (28.6862, -23.5653, -12.3858)  0.208
H (27.8695, -24.1758, -13.8165)  0.290
H (26.8721, -23.1669, -12.8263)  0.124
H (26.6284, -20.9745, -13.1442)  0.342
H (27.8744, -19.8428, -13.5200)  0.355
H (28.3985, -19.7091, -11.3401)  0.353
H (28.9148, -21.3702, -11.2780)  0.399
H (26.1385, -21.1636, -11.2177)  0.227
H (27.6909, -21.4946, -8.9087)  0.459
H (25.9423, -21.4456, -9.0640)  -0.140
H (27.7283, -19.0450, -9.5726)  0.406
H (26.6004, -19.3024, -8.2000)  0.480
H (26.2590, -16.9390, -9.8336)  0.341
H (24.8031, -17.2655, -8.9337)  0.307
H (24.8444, -17.2117, -10.7038)  0.278
C (21.2324, -21.8920, -9.5403)  -0.833
O (21.9344, -23.0139, -9.1855)  -0.359
C (23.1017, -23.4541, -10.0025)  -0.657
C (24.1334, -24.1841, -9.1576)  -0.699
N (23.5104, -25.4715, -8.7048)  0.242
C (24.4374, -26.3852, -8.2961)  -0.518
C (23.8933, -27.8010, -7.8619)  -0.652
O (24.8422, -28.7498, -7.5211)  -0.319
C (24.5618, -29.5756, -6.4248)  -0.941
H (20.2583, -21.9709, -9.0575)  0.232
H (21.2066, -21.6709, -10.6073)  0.374
H (21.7912, -21.0690, -9.0947)  0.362
H (23.5098, -22.5389, -10.4314)  0.523
H (22.6319, -23.9301, -10.8631)  0.392
H (24.6927, -23.5821, -8.4414)  0.396
H (24.9676, -24.3887, -9.8286)  0.410
H (22.6413, -25.3725, -8.1999)  0.391
H (25.0881, -25.9311, -7.5489)  0.398
H (24.9931, -26.5551, -9.2183)  0.314
H (23.2003, -28.2617, -8.5658)  0.384
H (23.3435, -27.5269, -6.9615)  0.451
H (25.3363, -30.3387, -6.5013)  0.341
H (23.5433, -29.9631, -6.4472)  0.445
H (24.8256, -29.1982, -5.4368)  0.364
C (25.3713, -32.9083, -4.2808)  -0.730
O (24.8652, -34.1425, -4.5665)  -0.377
C (23.5926, -34.4144, -3.8942)  -0.652
C (23.6353, -35.9216, -3.6286)  -0.259
N (24.9514, -36.3212, -2.9884)  -0.340
C (24.7638, -36.9168, -1.6484)  -0.750
C (23.8949, -38.1792, -1.3946)  -0.479
O (22.5015, -37.7543, -1.4780)  -0.319
C (21.5068, -38.2220, -0.5083)  -0.755
H (24.7188, -32.0947, -4.5976)  0.206
H (26.3456, -32.7961, -4.7565)  0.310
H (25.5491, -32.7656, -3.2150)  0.367
H (22.7690, -34.2172, -4.5805)  0.326
H (23.3930, -33.6943, -3.1007)  0.387
H (23.5399, -36.4349, -4.5854)  0.209
H (22.7679, -36.1523, -3.0101)  0.240
H (25.5508, -35.5084, -2.9778)  0.219
H (24.6519, -36.0532, -0.9929)  0.394
H (25.7392, -37.2287, -1.2752)  0.428
H (24.0417, -38.6029, -0.4011)  0.391
H (24.1288, -39.0763, -1.9678)  0.337
H (20.9464, -39.1234, -0.7561)  0.247
H (20.8501, -37.3579, -0.4070)  0.250
H (22.0173, -38.2795, 0.4530)  0.349
C (17.1684, -23.5044, -10.6887)  -0.813
O (17.8492, -23.9943, -11.8233)  -0.387
C (19.2465, -23.6089, -11.8715)  -0.426
C (19.6796, -23.5851, -13.3401)  -0.563
N (18.9398, -22.4722, -13.9691)  -0.333
C (19.1199, -22.5795, -15.4168)  -0.628
C (18.2711, -21.4923, -16.2238)  -0.752
O (16.8071, -21.4854, -15.9801)  -0.378
C (16.1290, -22.5621, -16.6564)  -0.686
H (17.2432, -24.3350, -9.9868)  0.333
H (16.0886, -23.4207, -10.8112)  0.283
H (17.3701, -22.4795, -10.3771)  0.312
H (19.6845, -24.2839, -11.1362)  0.373
H (19.2151, -22.6041, -11.4501)  0.248
H (19.4551, -24.5358, -13.8238)  0.340
H (20.7224, -23.3552, -13.5588)  0.363
H (17.9685, -22.3614, -13.7154)  0.285
H (18.7740, -23.5394, -15.8001)  0.380
H (20.1502, -22.5133, -15.7665)  0.376
H (18.5711, -21.5813, -17.2679)  0.447
H (18.6975, -20.5431, -15.8993)  0.383
H (16.1433, -23.4302, -15.9973)  0.236
H (16.6851, -22.8927, -17.5336)  0.331
H (15.1216, -22.2508, -16.9327)  0.249
C (27.1240, -27.4651, -5.7140)  -0.744
O (28.1745, -26.6500, -5.1244)  -0.281
C (28.5647, -27.1857, -3.9906)  -0.613
C (29.7860, -26.3868, -3.5194)  -0.667
N (29.5313, -24.9958, -3.2194)  -0.289
C (30.6231, -24.1649, -2.6584)  -0.815
C (31.9292, -24.1293, -3.5421)  -0.560
O (31.7073, -23.7709, -4.9133)  -0.343
C (31.4512, -22.3648, -5.0001)  -0.744
H (27.3361, -28.5221, -5.8747)  0.422
H (26.9239, -26.9699, -6.6642)  0.090
H (26.1847, -27.4779, -5.1611)  0.344
H (28.9769, -28.1882, -4.1053)  0.367
H (27.7509, -27.3162, -3.2774)  0.424
H (30.5262, -26.4108, -4.3192)  0.307
H (30.2608, -26.8752, -2.6684)  0.398
H (29.2474, -24.5030, -4.0541)  0.250
H (30.9632, -24.7266, -1.7885)  0.385
H (30.2163, -23.2011, -2.3524)  0.372
H (32.3655, -25.1238, -3.6360)  0.361
H (32.7702, -23.6952, -3.0016)  0.434
H (31.3373, -22.1224, -6.0567)  0.273
H (32.3142, -21.7520, -4.7397)  0.323
H (30.5315, -22.0272, -4.5224)  0.293

# C3H10N2S2

A 2-piece molecular cluster, C3H10N2S2 overall (ωB97M-V/def2-TZVPD, OMol25).

- SMILES = [H]/N=C/N.CCSS
- frontier orbital gap (hartree) = 0.3580
- E_HOMO (Ha) = -0.342
- energy above the lowest of the compared OMol25 structures with the same formula, charge and spin (kcal per mole) = 3.0
- charge = 0

Each line ends with the Mulliken charge.
Element x y z (Å)
H (3.3336, 1.7110, 0.7692)  0.245
N (3.2098, 0.7154, 0.6271)  -0.683
C (2.3037, 0.2812, 1.3943)  0.078
N (1.9727, -1.0613, 1.4773)  -0.549
H (1.7496, 0.9173, 2.0905)  0.397
H (2.2655, -1.5741, 0.6463)  0.298
H (0.9853, -1.2038, 1.6348)  0.219
C (-1.0400, 2.4418, 0.3405)  -1.131
C (-1.5993, 1.0376, 0.1965)  -0.364
S (-0.6493, 0.0936, -1.0390)  -0.090
S (-1.6502, -1.7053, -1.0025)  -0.204
H (-1.0426, 2.9901, -0.6014)  0.341
H (-0.0204, 2.4368, 0.7223)  0.251
H (-1.6553, 3.0088, 1.0354)  0.347
H (-2.6397, 1.0642, -0.1194)  0.419
H (-1.5343, 0.5023, 1.1423)  0.310
H (-0.9316, -2.2977, -0.0348)  0.116

# C19H27FN4O4S

The molecule C19H27FN4O4S (ωB97M-V/def2-TZVPD, OMol25).

- SMILES = CN(C(=O)c1cc(S(N)(=O)=O)n(C)c1)[C@H]1CCCN(C(=O)C(F)=C2CCC2)CC1
- frontier orbital gap (hartree) = 0.3545
- E_HOMO (Ha) = -0.334
- energy above the lowest of the compared OMol25 structures with the same formula, charge and spin (kcal per mole) = 0.6
- charge = 0

Each line ends with the Mulliken charge.
Element x y z (Å)
C (1.3980, -1.0313, 0.0979)  -1.216
N (0.2097, -0.7207, 0.8826)  0.223
C (0.2784, -0.1448, 2.1216)  0.314
O (-0.6070, 0.5858, 2.5479)  -0.685
C (1.4572, -0.4485, 2.9679)  0.060
C (2.2998, -1.5830, 3.0133)  0.459
C (3.1716, -1.3833, 4.0549)  -1.052
S (4.4552, -2.4383, 4.5461)  1.235
N (3.9664, -2.9612, 6.0393)  -0.563
O (4.4515, -3.5283, 3.6172)  -0.652
O (5.6412, -1.6701, 4.7985)  -0.664
N (2.8933, -0.1756, 4.6519)  0.195
C (3.6014, 0.4220, 5.7720)  -0.912
C (1.8509, 0.3821, 3.9979)  -0.603
C (-1.0290, -0.4783, 0.1309)  -0.577
C (-0.9886, 0.8818, -0.5900)  -0.455
C (-2.3421, 1.5865, -0.6738)  -0.883
C (-3.4915, 0.6868, -1.1530)  -1.141
N (-3.0651, -0.3883, -2.0489)  0.215
C (-2.6030, -0.1723, -3.3072)  0.747
O (-1.9213, -0.9880, -3.9113)  -0.667
C (-2.9433, 1.1352, -3.9578)  0.108
F (-4.2294, 1.5597, -3.8075)  -0.437
C (-2.0983, 1.8561, -4.6666)  0.276
C (-2.2540, 3.0964, -5.5128)  -0.570
C (-0.9990, 2.6255, -6.2970)  -0.566
C (-0.6881, 1.6187, -5.1550)  -0.557
C (-2.6908, -1.6502, -1.4161)  -1.599
C (-1.2843, -1.6450, -0.8250)  -0.249
H (2.2938, -0.7598, 0.6477)  0.698
H (1.4531, -2.0901, -0.1603)  0.235
H (1.3891, -0.4550, -0.8296)  0.314
H (2.2859, -2.4555, 2.3826)  0.647
H (3.4226, -3.8137, 5.9730)  0.271
H (4.7779, -3.0806, 6.6349)  0.283
H (3.0550, 1.3095, 6.0799)  0.335
H (3.6410, -0.2805, 6.6019)  0.321
H (4.6157, 0.6897, 5.4846)  0.319
H (1.4392, 1.3312, 4.2982)  0.476
H (-1.8150, -0.4426, 0.8875)  0.420
H (-0.3076, 1.5387, -0.0460)  0.660
H (-0.5756, 0.7498, -1.5953)  0.157
H (-2.6040, 1.9777, 0.3119)  0.485
H (-2.2455, 2.4454, -1.3419)  0.345
H (-3.9516, 0.1899, -0.2989)  0.478
H (-4.2675, 1.2801, -1.6270)  0.361
H (-3.1921, 3.2204, -6.0499)  0.315
H (-2.0544, 4.0001, -4.9321)  0.214
H (-1.2827, 2.1029, -7.2094)  0.269
H (-0.2438, 3.3725, -6.5296)  0.296
H (0.0451, 2.0253, -4.4537)  0.205
H (-0.4193, 0.5984, -5.4111)  0.331
H (-3.4271, -1.8421, -0.6328)  0.568
H (-2.7671, -2.4373, -2.1631)  0.408
H (-0.5687, -1.6169, -1.6496)  0.369
H (-1.1363, -2.5871, -0.2900)  0.434

| no. | F_max (eV Å⁻¹) |
| --- | --- |
| 1 | 5.1 |
| 2 | 0.6 |
| 3 | 0.2 |